The following is a DFT calculation (ωB97M-V/def2-TZVPD) of an isolated molecule of C6H10O.

Values from the calculation:
structure (SMILES): C=CCOC(=C)C
energy relative to the best compared isomer or geometry (same formula, charge and spin): 26.97 kcal per mole
Kohn-Sham gap: 9.88 eV

```
! wB97M-V def2-TZVPD RIJCOSX def2/J DEFGRID3
* xyz 0 1
O 0.928 -0.246 0.414
C -0.118 -1.003 1.013
C -1.432 -0.269 1.046
C 1.976 0.968 -1.284
C 0.850 0.051 -0.911
C -0.073 -0.387 -1.770
C -1.869 0.406 2.103
H -1.304 0.461 3.032
H 2.936 0.489 -1.065
H 0.228 -1.188 2.034
H -0.894 -1.035 -1.487
H -0.040 -0.053 -2.802
H 1.928 1.888 -0.691
H 1.937 1.224 -2.345
H -0.211 -1.971 0.500
H -2.813 0.943 2.075
H -2.029 -0.279 0.138
*
```

Here are the Mulliken charges for atoms 1 to 6, given in e: atom 1 (O): -0.360, atom 2 (C): -0.831, atom 3 (C): 0.307, atom 4 (C): -1.107, atom 5 (C): 1.008, atom 6 (C): -1.070

=====

The following is a DFT calculation (ωB97M-V/def2-TZVPD) of an isolated molecule of C9H10BNO3S in a non-equilibrium geometry.

Values from the calculation:
structure (SMILES): CC1=Cc2cc(C(N)=O)sc2[C@H](O)B1O
energy relative to the best compared isomer or geometry (same formula, charge and spin): 0.00 kcal per mole
Kohn-Sham gap: 8.23 eV

```
! wB97M-V def2-TZVPD RIJCOSX def2/J DEFGRID3
* xyz 0 1
S 1.778 1.417 -0.017
O -1.057 2.847 0.131
O -3.470 1.279 0.498
O 4.492 -1.410 0.207
N 4.761 0.763 0.232
C 1.508 -1.158 0.188
C -1.009 1.511 -0.342
C -2.169 -0.876 -0.056
C -0.994 -1.380 -0.272
C 2.482 -0.140 0.041
C 0.203 -0.649 -0.168
C -3.318 -1.801 0.060
C 0.264 0.752 -0.134
C 3.965 -0.328 0.219
B -2.341 0.695 0.136
H 5.774 0.770 0.489
H -4.236 -1.448 -0.461
H -0.743 -2.427 -0.465
H -1.122 1.459 -1.472
H -0.452 3.400 -0.348
H -3.712 2.208 0.427
H -3.635 -1.998 1.167
H 1.700 -2.263 0.043
H -2.994 -2.909 -0.270
H 4.325 1.686 0.168
*
```

Here are the Mulliken charges for atoms 1 to 6, given in e: atom 1 (S): -0.446, atom 2 (O): -0.540, atom 3 (O): -0.554, atom 4 (O): -0.608, atom 5 (N): -0.358, atom 6 (C): -1.058

=====

The following is a DFT calculation (ωB97M-V/def2-TZVPD) of a structure of composition C34H38N6OReSb in a non-equilibrium geometry.

Values from the calculation:
energy relative to the best compared isomer or geometry (same formula, charge and spin): 1.24 kcal per mole
Kohn-Sham gap (spin up / spin down): 5.38 / 5.26 eV

```
! wB97M-V def2-TZVPD RIJCOSX def2/J DEFGRID3
* xyz 3 2
Re -0.502 -1.647 1.349
Sb 0.747 1.128 -0.700
O -2.552 -3.896 -1.438
N -0.174 0.103 2.832
N 1.386 -2.453 -0.228
N -1.094 -3.153 0.174
N -2.259 -0.893 0.372
N -1.977 -2.088 3.032
N 1.295 -2.232 2.621
C -2.937 -1.790 -0.371
C 1.187 0.084 3.411
C 2.549 -1.931 -0.623
C 1.889 -4.419 -1.494
C -2.296 4.722 0.757
C -1.699 3.023 -0.836
C 1.078 -3.691 -0.635
C -1.260 0.116 3.847
C 3.432 -2.606 -1.443
C -0.052 1.084 -4.999
C -0.432 3.281 1.200
C 3.136 2.356 -2.240
C -2.521 4.069 -0.444
C 3.009 3.124 0.047
C 4.100 3.948 -0.172
C -4.121 0.593 0.149
C -0.644 2.652 -0.020
C 3.089 -3.869 -1.909
C 0.153 0.515 -2.690
C 4.205 3.211 -2.458
C -1.250 4.332 1.577
C 0.259 1.457 -3.701
C -2.209 -3.076 -0.619
C -1.713 -1.292 4.248
C -0.585 -1.135 -4.254
C 1.592 -1.343 3.770
C -4.829 -0.345 -0.588
C 4.703 3.985 -1.420
C -0.474 -0.206 -5.276
C -0.210 -4.256 -0.102
C -4.207 -1.552 -0.874
C 2.525 2.347 -0.996
C -0.258 -0.780 -2.954
C -2.850 0.284 0.600
H 2.541 3.116 1.022
H 2.799 -0.939 -0.262
H -0.674 -4.943 -0.817
H 2.092 -2.177 1.982
H 0.402 3.006 1.837
H 4.655 3.259 -3.438
H -3.332 4.374 -1.088
H 1.879 0.484 2.661
H 1.278 -3.196 2.955
H -2.298 1.011 1.176
H -0.345 -1.511 -2.158
H -0.254 0.992 2.334
H -1.930 -3.083 3.262
H -0.919 -2.140 -4.464
H -2.940 -1.926 2.724
H -2.915 5.556 1.043
H 2.656 -1.367 4.022
H 2.774 1.736 -3.049
H -2.616 -1.195 4.861
H -0.714 -0.485 -6.291
H 4.364 -2.146 -1.721
H 3.746 -4.416 -2.567
H -1.857 2.533 -1.790
H 1.575 -5.396 -1.825
H -5.838 -0.150 -0.914
H 1.043 -1.682 4.647
H 4.487 4.551 0.635
H -0.949 0.668 4.739
H 5.577 4.598 -1.579
H 0.048 1.814 -5.787
H -4.549 1.550 0.396
H -0.958 -1.796 4.854
H 0.001 -4.808 0.822
H -4.687 -2.330 -1.449
H 0.565 2.473 -3.492
H 1.246 0.720 4.299
H -2.119 0.633 3.412
H -1.063 4.852 2.504
*
```

Here are the Mulliken charges for atoms 1 to 6, given in e: atom 1 (Re): 1.968, atom 2 (Sb): 0.746, atom 3 (O): -0.589, atom 4 (N): -0.031, atom 5 (N): 0.468, atom 6 (N): 0.199

=====

The following is a DFT calculation (ωB97M-V/def2-TZVPD) of the ion C8H7N4O3 with charge -1 in a non-equilibrium geometry.

Values from the calculation:
energy relative to the best compared isomer or geometry (same formula, charge and spin): 82.97 kcal per mole
Kohn-Sham gap (spin up / spin down): 4.06 / 7.05 eV

```
! wB97M-V def2-TZVPD RIJCOSX def2/J DEFGRID3
* xyz -1 3
O 3.111 -0.640 -1.524
O -3.378 0.163 0.112
O -1.986 1.638 -0.781
N -0.995 -1.550 -1.030
N 1.660 -1.422 0.122
N 1.564 2.192 -0.229
N 0.711 2.716 0.664
C 1.598 0.809 -0.173
C -0.916 -1.535 0.478
C 0.010 1.685 1.164
C 0.524 0.511 0.661
C -1.732 -0.605 -1.458
C 2.238 -0.427 -0.677
C -2.483 0.546 -0.599
C 0.514 -0.963 0.884
H 2.422 2.681 -0.437
H 0.424 -1.329 1.995
H -0.987 -2.663 0.718
H 1.914 -2.321 -0.261
H -1.545 -0.974 1.095
H -0.815 1.757 1.842
H -1.853 -0.270 -2.564
*
```

Here are the Mulliken charges for atoms 1 to 6, given in e: atom 1 (O): -0.725, atom 2 (O): -0.529, atom 3 (O): -0.554, atom 4 (N): -0.588, atom 5 (N): -0.091, atom 6 (N): 0.200

=====

The highest energy relative to the best compared isomer or geometry (same formula, charge and spin) belongs to which entry? C8H7N4O3

=====

Which value of energy relative to the best compared isomer or geometry (same formula, charge and spin) does entry 1 give? 26.97 kcal per mole

=====

Which of these has the highest energy relative to the best compared isomer or geometry (same formula, charge and spin)? C8H7N4O3